Computed, not measured: a 2-piece molecular cluster, C23H35BF14N6O6PS2 overall, with ωB97M-V with the def2-TZVPD basis set.

LUMO in eV: -5.8
HOMO in eV: -10.4
Energy relative to the best compared isomer or geometry (same formula, charge and spin) in eV: 16.469

ORCA input file:
```
! RIJCOSX wB97M-V def2-TZVPD def2/J DEFGRID3
* xyz 1 1
C 0.8886 -0.5226 2.6150
C 0.0717 -0.0630 1.2815
P 0.9644 -0.3532 -0.3930
C -0.5399 -0.5645 -1.6279
C 2.0274 -1.9562 -0.3973
C 1.3575 -3.4244 -0.5109
C 0.1158 -3.7467 0.5066
C -0.9979 -4.8259 -0.1169
F -1.5668 -5.5209 1.0969
F -0.2076 -5.8222 -0.8809
C -2.1779 -4.0776 -1.0108
F -2.6819 -2.9654 -0.1507
F -1.4844 -3.6028 -2.2527
C -3.3807 -5.0691 -1.5114
F -2.7212 -6.1257 -2.3725
F -4.0611 -5.8271 -0.4246
C -4.4902 -4.3519 -2.5137
F -5.4879 -5.4471 -2.8087
F -3.9179 -4.0163 -3.8670
C -5.3563 -3.1527 -1.8313
F -5.6168 -3.3394 -0.3562
F -6.7317 -3.2319 -2.4581
C -4.8407 -1.6302 -2.0566
F -5.8065 -0.8608 -2.9234
F -4.9046 -0.9496 -0.7139
F -3.4601 -1.4528 -2.5390
N 3.1188 -1.6164 0.5691
C 3.7000 -2.6496 1.4758
C 4.7336 -2.0929 2.6333
N 4.2605 -1.3006 3.6843
C 3.9217 -0.4435 0.0968
N 4.6568 0.5334 0.7187
S 5.4849 1.7511 -0.2752
O 4.4746 2.4518 -1.2619
O 6.5776 1.0361 -1.1432
F 6.1573 3.0345 0.6743
N 3.6931 -0.5161 -1.4265
C 2.9122 -1.7907 -1.8079
N 2.1742 -1.8284 -3.1276
C 2.6363 -0.8938 -4.0203
S 3.3013 -0.0044 -5.3234
B 4.1579 -2.8271 -2.0889
O 4.0704 -3.7246 -3.2921
O 5.4045 -2.9414 -1.3028
H 1.9608 -0.0037 2.6535
H 0.3113 -0.3964 3.6274
H 1.1256 -1.6838 2.4863
H -0.9290 -0.6756 1.2521
H -0.2488 1.0860 1.3273
H -0.3256 -1.3357 -2.4766
H -1.5013 -0.8070 -0.9855
H -0.6502 0.5018 -2.1515
H 0.9898 -3.6793 -1.6038
H 2.2023 -4.2294 -0.2691
H 0.5912 -4.3249 1.4317
H -0.3923 -2.7909 0.9710
H 4.2529 -3.5516 0.9526
H 2.7943 -3.1458 2.0720
H 5.8857 -2.3270 2.5688
H 5.0523 -1.0405 4.3215
H 4.6942 0.5534 1.7621
H 4.5453 -0.3892 -2.0081
H 4.6904 -3.2557 -3.9566
H 5.6827 -3.8943 -1.1613
C -4.6889 5.7698 2.5942
O -3.8332 6.7252 1.9851
C -2.7058 7.0688 2.8040
C -1.4061 6.5561 2.1662
N -1.3255 5.0927 2.2333
C -0.2367 4.5285 1.4284
C -0.3246 4.7096 -0.1006
O -1.3997 3.9909 -0.7071
C -2.6411 4.6820 -0.7118
H -5.5806 5.6649 1.9698
H -4.2003 4.7953 2.6585
H -5.0006 6.1005 3.5909
H -2.8179 6.7127 3.8341
H -2.6672 8.1647 2.8359
H -0.5499 6.9895 2.6938
H -1.3850 6.9030 1.1291
H -2.2033 4.6961 1.9075
H -0.2208 3.4526 1.6386
H 0.7183 4.9314 1.7857
H 0.5916 4.2848 -0.5271
H -0.3334 5.7624 -0.4030
H -2.5175 5.7666 -0.7829
H -3.2173 4.4201 0.1779
H -3.2150 4.3441 -1.5792
*
```

***

Computed, not measured: one molecule with the formula CH2ClPS, with ωB97M-V with the def2-TZVPD basis set.

LUMO (spin up / spin down) in eV: -1.5 / -2.1
HOMO (spin up / spin down) in eV: -9.4 / -8.5
Energy relative to the best compared isomer or geometry (same formula, charge and spin) in eV: 2.149

ORCA input file:
```
! RIJCOSX wB97M-V def2-TZVPD def2/J DEFGRID3
* xyz 0 1
C -0.3945 0.1914 0.3740
P 0.3697 -1.3695 -0.1512
S -1.2482 0.9697 -1.0771
Cl 1.9255 -0.4960 -0.9873
H -0.9947 -0.2399 1.1401
H 0.3421 0.9444 0.7015
*
```

***

Computed, not measured: a 2-piece molecular cluster, C8H16O2 overall, with ωB97M-V with the def2-TZVPD basis set.

LUMO in eV: 0.8
HOMO in eV: -7.2
Energy relative to the best compared isomer or geometry (same formula, charge and spin) in eV: 6.633

ORCA input file:
```
! RIJCOSX wB97M-V def2-TZVPD def2/J DEFGRID3
* xyz 0 1
C 0.0241 1.2875 0.0517
C -0.8312 -0.9585 -0.0620
C 1.8523 0.0637 -0.1231
C 1.0441 -1.2799 -1.0055
C 0.0689 2.4106 -0.9439
C 0.1753 1.7085 1.4883
C -0.7013 -1.4787 1.3449
C -1.7897 -1.7049 -0.9411
O -0.8982 0.3682 -0.2945
O 2.4208 -0.9408 -0.9382
H 2.3040 1.0215 -0.3797
H 1.9593 -0.1553 0.9368
H 0.6492 -1.0340 -1.9897
H 0.9165 -2.3313 -0.7388
H 1.0135 2.9528 -0.8474
H -0.0065 2.0263 -1.9605
H -0.7353 3.1389 -0.7792
H -0.0505 0.9139 2.1919
H -0.4818 2.5583 1.7099
H 1.2021 2.0413 1.6718
H 0.2067 -1.1455 1.8403
H -1.5569 -1.1757 1.9608
H -0.6900 -2.5689 1.3141
H -1.9131 -1.1904 -1.8934
H -1.4051 -2.7111 -1.1349
H -2.7769 -1.8167 -0.4787
*
```

***

Computed, not measured: a 26-piece molecular cluster, C6H56N2O25 overall, with ωB97M-V with the def2-TZVPD basis set.

LUMO in eV: 0.2
HOMO in eV: -9.3

ORCA input file:
```
! RIJCOSX wB97M-V def2-TZVPD def2/J DEFGRID3
* xyz 0 1
C 2.2681 1.2837 1.3905
C 1.1009 1.5524 0.8552
C -0.1813 1.1828 1.5269
C -1.2725 1.7717 0.7949
N -2.1259 2.3301 0.2424
C -0.3737 -0.3611 1.5424
C 0.1212 -0.9037 0.2962
N 0.5982 -1.0980 -0.7430
H 2.4601 0.4283 2.0062
H 3.1037 1.9259 1.2375
H 1.0643 2.0278 -0.1047
H -0.1547 1.5069 2.5481
H 0.1768 -0.7243 2.3814
H -1.4182 -0.6040 1.5915
O -1.0246 5.0112 1.0358
H -1.3746 4.2298 0.5932
H -1.1408 5.7189 0.3864
O -1.3130 -0.4837 4.2207
H -1.2300 0.1145 4.9739
H -2.1129 -0.9863 4.4038
O -3.1581 5.2740 -1.2898
H -2.8153 4.4695 -0.8847
H -3.9510 5.4682 -0.7814
O 0.5172 1.8681 -2.7915
H 0.5120 1.2114 -2.0868
H 0.4714 1.3467 -3.5978
O 4.9261 3.3707 0.3699
H 4.3995 3.6199 -0.4035
H 5.8306 3.3470 0.0488
O 1.0502 1.7635 4.5848
H 1.4923 1.7237 5.4401
H 1.3745 2.5869 4.1880
O 2.4779 4.3320 2.7063
H 1.9664 4.6107 1.9394
H 3.3891 4.3169 2.3904
O -1.5211 2.3898 5.6856
H -2.0533 2.6814 4.9390
H -0.6157 2.3357 5.3365
O -3.4325 -1.6742 1.1427
H -3.7857 -2.4528 0.7069
H -3.5436 -0.9742 0.4923
O 2.4848 -4.0778 -1.4593
H 2.1452 -3.2469 -1.1092
H 1.7159 -4.5284 -1.8510
O 3.7406 2.6539 -2.1027
H 2.8788 2.8629 -2.4785
H 4.0589 1.9171 -2.6360
O 0.5480 2.2504 -5.4880
H 0.2710 2.6909 -6.2958
H 0.9432 2.9467 -4.9534
O -0.6928 7.8591 -0.3316
H -1.0457 8.2552 -1.1364
H -0.3145 8.5965 0.1540
O 4.7777 -5.9520 -2.1119
H 4.0576 -5.3200 -1.9825
H 5.3554 -5.7997 -1.3573
O 0.7465 -6.2430 -1.7564
H 0.4613 -6.7803 -2.5025
H 1.1437 -6.8720 -1.1467
O 5.1424 0.2386 2.3849
H 5.5472 0.2274 3.2562
H 5.3852 1.0945 2.0152
O -3.2909 8.2326 -2.7128
H -3.2549 7.5793 -2.0054
H -3.3320 7.7023 -3.5127
O 3.2008 -0.7424 -2.9010
H 2.7553 -0.9108 -3.7389
H 2.4833 -0.6224 -2.2693
O 0.9233 -0.7219 -5.9429
H 0.5733 0.1200 -5.6291
H 0.1642 -1.1818 -6.3099
O -4.9462 -4.1498 -0.3395
H -4.8774 -4.7772 0.3903
H -4.9776 -4.7045 -1.1267
O 6.1619 -7.0878 0.3558
H 5.8263 -7.6241 -0.3714
H 6.5921 -7.7164 0.9405
O -4.6759 2.4257 6.7753
H -5.2427 2.7109 6.0540
H -3.7922 2.3953 6.3948
O -2.3885 -7.4238 -1.5549
H -2.0919 -7.5600 -0.6500
H -2.0153 -6.5688 -1.7928
O -6.5628 -5.4069 -2.7547
H -7.4068 -5.8655 -2.7411
H -6.6728 -4.7255 -3.4235
O -4.3955 -6.8395 0.8547
H -4.4796 -7.4995 1.5488
H -4.3299 -7.3483 0.0368
*
```